[1]
Molecular formula: C34H48BaBrN4O8
Method: DFT, wB97M-V/def2-TZVPD

```
96
C34H48BaBrN4O8 | the OMol25 dataset | wB97M-V/def2-TZVPD
Ba 0.890 -0.062 -1.927
C -2.193 4.906 1.465
C -1.892 3.552 0.805
C -3.061 2.598 1.071
C -3.130 1.300 0.241
C -2.810 1.598 -1.223
C -4.563 0.759 0.305
N -2.189 0.247 0.721
C -2.595 -0.401 1.977
C -1.471 -0.864 2.898
N -0.443 -1.682 2.300
C -0.852 -2.765 1.426
C -0.127 -2.781 0.062
O -0.025 -3.857 -0.526
O 0.247 -1.641 -0.375
C 0.632 -2.075 3.207
C 0.145 -2.946 4.378
C 1.471 -0.925 3.780
C 2.128 0.061 2.796
C 3.274 0.778 3.529
C 2.724 -0.665 1.597
N 1.095 0.990 2.310
C 0.919 2.239 3.010
C -0.378 2.927 2.605
N -0.585 2.981 1.165
C 0.506 3.641 0.447
C 0.414 3.376 -1.070
O 0.205 4.323 -1.821
O 0.546 2.146 -1.402
H -3.037 5.379 0.961
H -1.342 5.584 1.390
H -2.455 4.795 2.520
H -1.844 3.734 -0.269
H -3.973 3.163 0.853
H -3.120 2.357 2.139
H -3.356 2.487 -1.551
H -3.116 0.768 -1.860
H -1.747 1.775 -1.379
H -5.222 1.435 -0.242
H -4.939 0.684 1.327
H -4.622 -0.225 -0.163
H -2.341 -0.808 -0.526
H -1.264 0.664 0.835
H -3.252 -1.241 1.735
H -3.196 0.276 2.597
H -1.987 -1.358 3.744
H -0.975 0.024 3.298
H -1.912 -2.683 1.180
H -0.728 -3.754 1.880
H 1.304 -2.691 2.602
H -0.419 -2.353 5.102
H 0.993 -3.389 4.905
H -0.495 -3.757 4.030
H 2.262 -1.401 4.372
H 0.875 -0.347 4.498
H 4.062 0.060 3.762
H 2.949 1.231 4.468
H 3.706 1.557 2.898
H 3.411 -1.449 1.925
H 3.284 0.030 0.967
H 1.938 -1.118 0.996
H 1.160 1.136 1.311
H 1.760 2.939 2.888
H 0.850 2.041 4.084
H -0.380 3.927 3.070
H -1.212 2.366 3.035
H 1.456 3.228 0.789
H 0.530 4.726 0.617
Br 6.546 1.645 -7.008
C 6.279 0.657 -5.403
C 7.357 0.001 -4.835
C 7.157 -0.713 -3.662
C 5.904 -0.752 -3.069
C 4.831 -0.099 -3.661
C 5.016 0.608 -4.842
C 3.458 -0.161 -3.022
O 2.486 -0.408 -3.779
O 3.393 0.038 -1.786
H 8.332 0.049 -5.301
H 7.989 -1.234 -3.206
H 5.748 -1.283 -2.139
H 4.178 1.102 -5.314
O -2.696 -1.586 -1.111
C -2.147 -1.631 -2.297
O -1.321 -0.822 -2.696
C -2.654 -2.730 -3.167
C -3.817 -3.420 -2.845
C -4.277 -4.425 -3.680
C -3.568 -4.752 -4.828
C -2.400 -4.070 -5.143
C -1.945 -3.055 -4.317
H -4.348 -3.167 -1.938
H -5.186 -4.959 -3.433
H -3.924 -5.543 -5.476
H -1.841 -4.332 -6.032
H -1.039 -2.512 -4.548
```

Values from the calculation:
- frontier orbital gap (eV) = 7.7945
- HOMO energy (eV) = -5.410
- E (a.u.) = -4745.1369
- total charge = -1
- relative energy (zero: lowest compared OMol25 entry of this formula, charge and spin) (kcal/mol) = 33.23

***

[2]
Molecular formula: C34H48Cl14N4
Method: DFT, wB97M-V/def2-TZVPD

```
100
C34H48Cl14N4 | the OMol25 dataset | wB97M-V/def2-TZVPD
Cl -1.600 2.381 3.719
C -1.018 0.814 4.149
C -2.192 -0.159 4.381
Cl -3.022 -0.472 2.845
H -0.438 0.898 5.068
H -0.576 0.337 3.274
H -2.923 0.330 5.025
H -1.840 -1.030 4.935
Cl 3.603 2.314 0.561
C 3.703 0.698 1.359
C 4.664 -0.154 0.483
Cl 4.107 -0.847 -1.075
H 2.690 0.338 1.542
H 4.199 0.956 2.294
H 4.930 -1.067 1.015
H 5.621 0.331 0.287
Cl -3.576 -4.504 0.005
C -2.254 -3.412 0.561
C -1.395 -4.283 1.505
Cl -2.280 -4.904 2.954
H -2.755 -2.574 1.046
H -1.686 -3.065 -0.302
H -0.556 -3.688 1.864
H -1.001 -5.136 0.953
Cl -0.599 -1.004 -5.022
C -0.688 -2.764 -5.248
C -0.563 -3.417 -3.891
Cl -0.238 -5.149 -4.058
H 0.157 -3.055 -5.873
H -1.626 -3.020 -5.742
H -1.432 -3.370 -3.235
H 0.277 -3.091 -3.278
Cl -2.564 4.327 -0.637
C -3.648 3.989 0.684
C -4.500 2.703 0.548
Cl -5.594 2.669 1.892
H -4.242 4.878 0.898
H -2.998 3.870 1.551
H -3.801 1.869 0.614
H -4.978 2.595 -0.426
Cl -2.531 -0.809 -1.457
C -0.845 -0.127 -1.599
C -0.437 0.360 -0.199
Cl -0.312 -1.020 0.986
H -0.860 0.657 -2.356
H -0.161 -0.846 -2.050
H -1.004 1.182 0.238
H 0.474 0.956 -0.253
Cl 2.314 6.127 3.621
C 2.069 4.909 2.293
C 0.624 5.047 1.704
Cl 0.347 3.807 0.446
H 2.412 4.021 2.823
H 2.804 5.078 1.507
H 0.571 6.095 1.406
H -0.111 4.971 2.505
N -2.530 4.912 -5.189
C -2.120 4.124 -4.176
C -2.658 2.838 -3.992
C -3.589 2.326 -4.901
C -4.076 3.241 -5.864
C -3.555 4.536 -5.964
H -1.380 4.535 -3.504
H -2.313 2.132 -3.250
H -3.869 1.286 -4.822
H -4.753 2.775 -6.564
H -3.835 5.269 -6.707
N 1.153 -1.432 5.070
C 0.523 -2.405 4.462
C 0.559 -3.709 4.969
C 1.458 -3.928 6.008
C 2.191 -2.924 6.562
C 1.928 -1.618 6.168
H -0.048 -2.098 3.599
H 0.001 -4.546 4.575
H 1.688 -4.940 6.309
H 2.907 -3.162 7.335
H 2.411 -0.772 6.634
N 1.616 -6.150 1.383
C 2.002 -5.102 2.149
C 2.023 -3.791 1.647
C 1.837 -3.640 0.249
C 1.590 -4.741 -0.590
C 1.442 -5.968 0.030
H 2.325 -5.383 3.140
H 2.246 -2.934 2.265
H 1.850 -2.624 -0.116
H 1.784 -4.822 -1.649
H 1.300 -6.935 -0.431
N 1.109 1.828 -3.393
C 1.312 3.124 -3.037
C 2.389 3.944 -3.488
C 3.356 3.277 -4.214
C 3.267 1.859 -4.457
C 2.135 1.224 -4.018
H 0.604 3.604 -2.379
H 2.531 4.973 -3.192
H 4.225 3.839 -4.522
H 4.087 1.289 -4.868
H 2.157 0.148 -4.108
```

Values from the calculation:
- frontier orbital gap (eV) = 9.6747
- HOMO energy (eV) = -9.411
- E (a.u.) = -7985.9959
- SMILES string = c1ccncc1.c1ccncc1.c1ccncc1.c1ccncc1.ClCCCl.ClCCCl.ClCCCl.ClCCCl.ClCCCl.ClCCCl.ClCCCl
- relative energy (zero: lowest compared OMol25 entry of this formula, charge and spin) (kcal/mol) = 28.90

***

[3]
Molecular formula: C34H49AsAuN3OS2Si2
Method: DFT, wB97M-V/def2-TZVPD

```
93
C34H49AsAuN3OS2Si2 | the OMol25 dataset | wB97M-V/def2-TZVPD
Au -0.693 -0.322 0.498
C -1.976 2.876 -2.262
C -1.943 2.362 -0.841
N -0.820 2.145 -0.259
N 0.289 2.577 -0.900
C 1.279 1.840 -1.192
S 1.469 0.156 -1.030
S 2.643 2.799 -1.877
C 3.330 1.572 -3.058
C 2.467 1.457 -4.270
C 1.658 0.341 -4.451
C 0.843 0.242 -5.565
C 0.822 1.259 -6.504
C 1.620 2.376 -6.327
C 2.437 2.474 -5.217
C -3.231 2.192 -0.175
C -4.070 3.300 -0.180
C -5.355 3.262 0.323
C -5.836 2.053 0.808
C -5.039 0.937 0.811
C -3.693 0.942 0.349
O -3.023 -0.142 0.369
H -1.415 2.195 -2.904
H -1.483 3.852 -2.302
H -2.996 2.958 -2.630
H 3.379 0.629 -2.511
H 4.328 1.937 -3.299
H 1.663 -0.446 -3.709
H 0.216 -0.628 -5.696
H 0.177 1.184 -7.371
H 1.599 3.175 -7.058
H 3.058 3.348 -5.070
H -3.683 4.229 -0.584
H -5.975 4.153 0.326
H -6.852 1.992 1.191
H -5.426 -0.009 1.169
C -1.949 -1.739 4.237
Si -0.576 -0.423 4.479
C 0.917 -1.410 5.211
C -1.139 0.607 6.016
As -0.569 0.982 2.636
Si 1.498 2.006 2.859
C 3.110 1.305 2.082
C 2.018 2.330 4.688
C 1.255 3.769 2.152
H -1.962 -2.508 5.006
H -1.810 -2.220 3.273
H -2.924 -1.259 4.212
H 0.745 -1.668 6.254
H 1.832 -0.827 5.158
H 1.087 -2.330 4.663
H -1.399 -0.016 6.868
H -2.005 1.216 5.762
H -0.346 1.281 6.326
H 3.469 0.435 2.626
H 3.916 2.038 2.057
H 2.920 0.996 1.058
H 2.240 1.405 5.210
H 1.220 2.828 5.231
H 2.900 2.962 4.746
H 1.059 3.706 1.087
H 2.106 4.430 2.291
H 0.382 4.229 2.613
C -1.614 -1.005 -2.738
C -1.161 -2.459 -2.881
C -2.187 -3.406 -2.253
C 0.195 -2.758 -2.283
C 1.218 -3.162 -3.110
C 2.433 -3.613 -2.613
C 2.582 -3.725 -1.239
C 1.601 -3.313 -0.365
C 1.829 -3.497 1.118
C 2.175 -2.160 1.774
C 0.626 -4.139 1.809
C 0.389 -2.714 -0.855
N -0.529 -2.232 -0.053
H -2.476 -0.815 -3.378
H -0.813 -0.328 -3.025
H -1.890 -0.790 -1.710
H -1.098 -2.681 -3.960
H -2.276 -3.171 -1.195
H -1.856 -4.441 -2.355
H -3.160 -3.296 -2.729
H 1.069 -3.132 -4.185
H 3.236 -3.899 -3.281
H 3.501 -4.140 -0.832
H 2.696 -4.166 1.237
H 1.295 -1.515 1.781
H 2.956 -1.656 1.207
H 2.516 -2.305 2.798
H -0.252 -3.512 1.644
H 0.807 -4.241 2.879
H 0.423 -5.128 1.394
```

Values from the calculation:
- frontier orbital gap (alpha / beta) (eV) = 5.5233 / 5.1211
- 2S+1 = 3
- <S²> = 2.03
- HOMO energy (alpha / beta) (eV) = -1.239 / -1.202
- E (a.u.) = -5311.3265
- total charge = -2

***

[4]
Molecular formula: C34H49AsIN4OSSr
Method: DFT, wB97M-V/def2-TZVPD

```
92
C34H49AsIN4OSSr | the OMol25 dataset | wB97M-V/def2-TZVPD
Sr -0.505 -0.783 -1.213
C 1.386 5.163 -2.704
C 1.224 4.573 -1.314
N -0.165 4.192 -1.047
C -1.007 5.255 -0.489
C -1.126 5.145 1.021
C -0.679 2.987 -1.312
S 0.367 1.792 -2.040
N -1.999 2.883 -1.088
C -2.652 1.795 -0.751
O -2.151 0.696 -0.371
C -4.147 1.902 -0.725
C -4.791 3.095 -1.039
C -6.174 3.170 -1.004
C -6.924 2.055 -0.660
C -6.290 0.860 -0.347
C -4.908 0.787 -0.377
H 2.417 5.475 -2.872
H 0.747 6.036 -2.841
H 1.124 4.420 -3.456
H 1.500 5.292 -0.539
H 1.852 3.695 -1.190
H -1.987 5.200 -0.958
H -0.549 6.200 -0.780
H -1.630 4.215 1.287
H -1.705 5.973 1.428
H -0.142 5.161 1.495
H -4.198 3.954 -1.319
H -6.669 4.100 -1.249
H -8.003 2.117 -0.638
H -6.873 -0.013 -0.088
H -4.394 -0.133 -0.127
I -3.263 -2.835 -1.156
C -2.247 -4.657 -1.019
C -2.992 -5.793 -1.141
C -2.352 -7.047 -1.058
C -1.006 -7.107 -0.862
C -0.231 -5.927 -0.737
C 1.169 -6.018 -0.542
C 1.906 -4.879 -0.431
C 1.262 -3.620 -0.505
C -0.093 -3.418 -0.689
C -0.837 -4.644 -0.810
H -4.060 -5.743 -1.304
H -2.937 -7.951 -1.159
H -0.503 -8.064 -0.803
H 1.630 -6.997 -0.490
H 2.980 -4.933 -0.289
H 1.923 -2.759 -0.388
C 4.684 -1.429 1.235
C 4.459 -1.442 -0.271
As 2.964 -0.290 -0.830
C 3.811 1.484 -0.795
C 3.386 2.311 0.408
C 3.001 -0.662 -2.765
C 4.361 -0.550 -3.439
H 5.527 -2.060 1.520
H 3.809 -1.807 1.769
H 4.895 -0.422 1.602
H 4.226 -2.449 -0.622
H 5.358 -1.117 -0.797
H 3.504 1.975 -1.720
H 4.895 1.355 -0.832
H 2.301 2.442 0.412
H 3.835 3.306 0.389
H 3.680 1.843 1.351
H 2.293 0.033 -3.221
H 2.596 -1.673 -2.881
H 4.821 0.423 -3.261
H 4.265 -0.672 -4.518
H 5.050 -1.316 -3.085
C -0.238 0.756 3.519
C -0.217 0.667 1.980
N -0.348 -0.724 1.541
C 0.727 -1.527 2.127
C 0.628 -1.540 3.664
N -0.500 -0.626 4.047
C -1.796 -1.159 3.500
C -1.641 -1.268 1.970
H -1.036 1.394 3.897
H 0.710 1.078 3.948
H 0.720 1.063 1.586
H -1.034 1.237 1.544
H 1.676 -1.103 1.802
H 0.655 -2.537 1.725
H 1.522 -1.162 4.159
H 0.387 -2.522 4.070
H -0.565 -0.585 5.062
H -2.573 -0.458 3.804
H -1.970 -2.118 3.985
H -2.433 -0.711 1.470
H -1.692 -2.305 1.639
```

Values from the calculation:
- frontier orbital gap (eV) = 6.8741
- HOMO energy (eV) = -9.651
- E (a.u.) = -4581.4521
- total charge = +1
- relative energy (zero: lowest compared OMol25 entry of this formula, charge and spin) (kcal/mol) = 2.59

***

Among the records above, which one has the highest E?
C34H49AsIN4OSSr